{"formula": "C36H56BrF12N2O9", "method": "ωB97M-V/def2-TZVPD", "total_charge": 1, "gap_ev": 9.0, "total_energy_ha": -5963.9442, "elements": ["Br", "C", "C", "N", "C", "C", "C", "C", "C", "C", "C", "C", "C", "C", "C", "C", "C", "C", "N", "C", "C", "C", "C", "O", "H", "H", "H", "H", "H", "H", "H", "H", "H", "H", "H", "H", "H", "H", "H", "H", "H", "H", "H", "H", "H", "H", "H", "H", "H", "H", "H", "H", "H", "H", "H", "H", "H", "H", "H", "H", "C", "C", "O", "C", "O", "C", "F", "F", "F", "H", "H", "H", "H", "H", "C", "C", "O", "C", "O", "C", "F", "F", "F", "H", "H", "H", "H", "H", "C", "C", "O", "C", "O", "C", "F", "F", "F", "H", "H", "H", "H", "H", "C", "C", "O", "C", "O", "C", "F", "F", "F", "H", "H", "H", "H", "H"], "positions_angstrom": [[-2.0418, 1.3504, 1.4896], [-1.1367, 0.7928, -0.1688], [-2.1001, 0.8016, -1.3290], [-3.0838, -0.3316, -1.2749], [-2.4810, -1.5579, -0.6360], [-0.9780, -1.5366, -0.6106], [-0.3481, -1.7832, -1.9941], [0.5671, -2.9989, -2.1101], [0.9005, -3.1555, -3.6124], [2.3436, -2.8466, -4.0002], [2.5615, -1.3191, -4.0033], [3.3578, -0.8075, -2.7575], [2.6264, 0.2209, -1.8698], [3.3055, 1.5916, -1.6861], [3.7280, 2.2976, -2.9749], [2.5540, 3.0973, -3.5469], [1.3340, 2.1764, -3.7770], [0.2658, 2.4401, -2.7220], [-0.9981, 1.7568, -3.0063], [-2.1962, 2.3707, -2.9150], [-3.1780, 1.4580, -3.1964], [-2.5181, 0.2542, -3.4769], [-1.1742, 0.4509, -3.3660], [-0.4312, -0.3797, 0.0151], [-0.4136, 1.5753, -0.3680], [-1.5507, 0.7277, -2.2691], [-2.6470, 1.7351, -1.3599], [-3.3181, -0.5686, -2.2405], [-3.9575, -0.0741, -0.8201], [-2.8159, -2.4481, -1.1553], [-2.8960, -1.6397, 0.3639], [-0.6843, -2.3824, 0.0057], [0.2275, -0.8856, -2.1975], [-1.1199, -1.8707, -2.7612], [1.4659, -2.9136, -1.5043], [0.0552, -3.9003, -1.7747], [0.5639, -4.1136, -3.9954], [0.2992, -2.4134, -4.1348], [3.0927, -3.3208, -3.3728], [2.4907, -3.2102, -5.0149], [3.1409, -1.0377, -4.8777], [1.5831, -0.8520, -4.0744], [4.3384, -0.4750, -3.0783], [3.5157, -1.6766, -2.1269], [2.5676, -0.2399, -0.8828], [1.5970, 0.3847, -2.1728], [4.1481, 1.4706, -1.0123], [2.5976, 2.2188, -1.1415], [4.5356, 2.9876, -2.7337], [4.1305, 1.6429, -3.7435], [2.8354, 3.5118, -4.5128], [2.3024, 3.9381, -2.9066], [0.8864, 2.3754, -4.7487], [1.6296, 1.1388, -3.7770], [0.6250, 2.1823, -1.7238], [0.0666, 3.5050, -2.7023], [-2.3573, 3.3950, -2.6399], [-4.2326, 1.6434, -3.2100], [-2.9691, -0.6897, -3.7382], [-0.3648, -0.2371, -3.5180], [7.9807, 3.0237, 3.5162], [6.8996, 2.1483, 2.9245], [6.9382, 2.1904, 1.4808], [7.8140, 1.3849, 0.8985], [8.5688, 0.6372, 1.4418], [7.6959, 1.5137, -0.6281], [7.5826, 2.7896, -1.0127], [6.6053, 0.8597, -1.0674], [8.7522, 0.9971, -1.2407], [7.8996, 4.0416, 3.1354], [7.8986, 3.0464, 4.6014], [8.9708, 2.6531, 3.2513], [5.9211, 2.5076, 3.2039], [6.9828, 1.1198, 3.2740], [-8.6552, -4.6660, -0.7679], [-7.8099, -3.9699, 0.2749], [-6.5111, -4.6015, 0.3953], [-5.5975, -4.2306, -0.4741], [-5.7202, -3.4227, -1.3531], [-4.2730, -4.9542, -0.1924], [-4.4496, -6.2418, 0.0771], [-3.6355, -4.4077, 0.8628], [-3.4335, -4.8683, -1.2290], [-8.7380, -5.7293, -0.5437], [-9.6536, -4.2328, -0.7924], [-8.2131, -4.5731, -1.7599], [-8.2696, -4.0577, 1.2568], [-7.6925, -2.9093, 0.0583], [2.5083, 7.3626, 2.2085], [2.2509, 7.0797, 3.6726], [3.0985, 6.0169, 4.1505], [4.3232, 6.3743, 4.5139], [4.7836, 7.4738, 4.4787], [5.0840, 5.1504, 5.0472], [4.8898, 4.0680, 4.2687], [4.6681, 4.8385, 6.2787], [6.3868, 5.3866, 5.1049], [2.3932, 6.4526, 1.6181], [1.8099, 8.1129, 1.8400], [3.5228, 7.7285, 2.0526], [1.2309, 6.7310, 3.8196], [2.3852, 7.9711, 4.2829], [-4.8588, -2.6736, 4.5646], [-5.2692, -4.0148, 3.9923], [-5.5960, -4.9368, 5.0416], [-6.8321, -4.8484, 5.5191], [-7.6752, -4.0848, 5.1546], [-7.0514, -5.9204, 6.5986], [-6.0068, -5.9953, 7.4269], [-7.2132, -7.1183, 6.0239], [-8.1342, -5.6517, 7.3153], [-4.0404, -2.7969, 5.2739], [-4.5373, -2.0013, 3.7682], [-5.6858, -2.2067, 5.0988], [-4.4386, -4.4588, 3.4474], [-6.1015, -3.9130, 3.2960]], "lowdin_charge": [0.724, -0.661, -0.285, 0.115, -0.044, -0.260, -0.156, -0.139, -0.187, -0.186, -0.172, -0.154, -0.203, -0.177, -0.184, -0.170, -0.153, -0.096, -0.073, -0.066, -0.042, -0.108, -0.117, -0.085, 0.087, -0.082, 0.105, 0.104, 0.186, 0.124, 0.131, 0.163, 0.071, 0.112, 0.120, 0.114, 0.113, 0.091, 0.111, 0.109, 0.111, 0.069, 0.106, 0.094, 0.115, 0.045, 0.098, 0.104, 0.112, 0.112, 0.112, 0.112, 0.127, 0.069, 0.100, 0.139, 0.167, 0.141, 0.150, 0.118, -0.056, -0.189, 0.034, -0.404, 0.180, -0.545, 0.165, 0.148, 0.182, 0.083, 0.085, 0.082, 0.098, 0.129, -0.050, -0.182, 0.040, -0.409, 0.149, -0.543, 0.192, 0.148, 0.156, 0.089, 0.089, 0.080, 0.128, 0.124, -0.060, -0.195, 0.031, -0.400, 0.183, -0.536, 0.143, 0.177, 0.177, 0.079, 0.083, 0.080, 0.125, 0.127, -0.051, -0.204, 0.040, -0.394, 0.171, -0.555, 0.173, 0.172, 0.182, 0.087, 0.075, 0.082, 0.116, 0.112]}